# 1
Formula: C42H61EuN9O2S
Source: the Open Molecules 2025 dataset
Level of theory: the ωB97M-V functional and the def2-TZVPD basis

HOMO level (spin up / spin down), eV: -10.2 / -10.2
Energy relative to the best compared isomer or geometry (same formula, charge and spin), kJ/mol: 457.2
E_LUMO (spin up / spin down), eV: -3.797 / -2.543
HOMO-LUMO gap (spin up / spin down), eV: 6.4 / 7.6
⟨S²⟩: 12.02
2S+1: 7
Net charge: +1

Cartesian coordinates (Å):
1 Eu -14.948 -15.248 0.790
2 S -13.773 -17.629 0.433
3 O -13.806 -12.389 0.342
4 O -15.467 -15.439 2.813
5 N -14.512 -13.816 -1.300
6 N -19.042 -12.750 -0.355
7 N -19.348 -13.760 1.804
8 N -17.196 -13.969 0.631
9 N -11.554 -17.804 2.084
10 N -12.329 -14.875 0.102
11 N -11.535 -15.901 0.801
12 N -12.876 -15.812 2.422
13 N -17.938 -11.779 1.601
14 C -16.958 -17.550 6.508
15 C -12.262 -14.070 1.087
16 C -7.472 -14.223 3.006
17 C -10.402 -12.224 2.064
18 C -11.425 -9.583 2.645
19 C -10.477 -14.677 2.806
20 C -10.452 -9.806 0.346
21 C -13.383 -15.989 3.709
22 C -11.611 -10.246 1.275
23 C -17.607 -15.362 5.481
24 C -12.891 -12.211 -1.917
25 C -14.475 -16.315 6.160
26 C -9.894 -13.425 2.753
27 C -15.329 -16.282 5.080
28 C -18.934 -12.506 2.440
29 C -12.228 -17.583 7.965
30 C -12.553 -16.119 4.800
31 C -11.676 -15.032 2.024
32 C -12.857 -12.678 -3.183
33 C -11.543 -11.775 1.483
34 C -13.587 -13.844 -3.470
35 C -7.984 -11.826 3.600
36 C -12.929 -9.671 0.675
37 C -13.465 -12.622 2.701
38 C -10.900 -15.645 7.185
39 C -13.111 -16.165 6.081
40 C -18.603 -11.537 0.308
41 C -17.390 -17.415 4.030
42 C -16.823 -12.706 1.350
43 C -17.893 -13.599 -0.598
44 C -8.844 -13.575 5.016
45 C -13.694 -12.844 -0.967
46 C -8.553 -13.254 3.538
47 C -18.216 -14.631 1.555
48 C -12.318 -16.168 7.371
49 C -13.056 -15.306 8.431
50 C -19.992 -13.435 0.531
51 C -14.415 -14.367 -2.511
52 C -12.476 -16.882 1.450
53 C -14.765 -15.906 3.865
54 C -12.777 -12.663 1.362
55 C -16.845 -16.645 5.263
56 H -17.961 -17.949 6.613
57 H -10.832 -14.740 6.633
58 H -8.717 -11.165 4.026
59 H -12.293 -11.316 -1.656
60 H -17.906 -10.959 -0.328
61 H -12.321 -9.655 3.260
62 H -13.879 -11.605 2.892
63 H -20.785 -12.752 0.764
64 H -10.260 -16.372 6.667
65 H -16.112 -12.136 0.703
66 H -16.845 -18.329 3.846
67 H -18.582 -15.503 1.026
68 H -12.821 -12.942 3.544
69 H -17.219 -13.088 -1.278
70 H -11.483 -16.147 4.679
71 H -16.727 -16.993 7.441
72 H -8.003 -13.268 5.677
73 H -12.235 -12.195 -3.915
74 H -13.616 -14.473 7.992
75 H -18.255 -14.544 -1.056
76 H -13.228 -18.016 8.107
77 H -16.321 -18.437 6.415
78 H -9.983 -15.540 3.248
79 H -13.837 -15.902 8.919
80 H -19.810 -11.869 2.566
81 H -20.381 -14.327 0.007
82 H -18.693 -15.576 5.606
83 H -18.465 -17.610 4.207
84 H -7.156 -11.841 4.291
85 H -15.088 -15.234 -2.745
86 H -9.693 -12.967 5.382
87 H -18.475 -12.696 3.419
88 H -13.484 -14.311 -4.458
89 H -17.487 -14.730 4.628
90 H -17.246 -14.879 6.406
91 H -14.863 -16.406 7.122
92 H -17.404 -16.798 3.139
93 H -6.654 -14.229 3.725
94 H -9.030 -14.644 5.199
95 H -11.283 -8.502 2.452
96 H -19.471 -10.880 0.489
97 H -12.023 -18.556 2.590
98 H -12.404 -14.963 9.264
99 H -10.596 -8.818 -0.035
100 H -10.398 -10.495 -0.513
101 H -17.733 -14.908 2.485
102 H -13.840 -10.152 0.974
103 H -11.032 -18.243 1.321
104 H -12.935 -9.699 -0.410
105 H -14.326 -13.323 2.708
106 H -7.906 -15.207 2.845
107 H -9.494 -9.797 0.829
108 H -10.459 -15.402 8.127
109 H -11.684 -17.501 8.898
110 H -10.524 -9.917 3.216
111 H -12.981 -8.615 0.941
112 H -9.671 -11.425 2.131
113 H -7.618 -11.449 2.659
114 H -7.119 -13.824 2.066
115 H -11.650 -18.227 7.267
116 H -16.364 -13.008 2.315

These are the Löwdin partial charges, in e, on atoms 1 to 99:
1 Eu 1.826
2 S 0.446
3 O -0.055
4 O -0.343
5 N -0.009
6 N -0.085
7 N -0.081
8 N -0.196
9 N 0.087
10 N 0.131
11 N 0.077
12 N -0.028
13 N -0.068
14 C -0.052
15 C -0.204
16 C -0.021
17 C 0.029
18 C -0.040
19 C 0.065
20 C -0.032
21 C -0.190
22 C -0.502
23 C -0.041
24 C 0.022
25 C 0.002
26 C -0.077
27 C -0.068
28 C -0.141
29 C -0.039
30 C 0.059
31 C -0.328
32 C -0.021
33 C -0.074
34 C -0.029
35 C -0.061
36 C -0.030
37 C 0.039
38 C -0.063
39 C -0.153
40 C -0.178
41 C -0.029
42 C -0.195
43 C -0.197
44 C -0.065
45 C -0.348
46 C -0.529
47 C -0.161
48 C -0.540
49 C -0.046
50 C -0.149
51 C -0.128
52 C -0.925
53 C -0.260
54 C -0.336
55 C -0.515
56 H 0.083
57 H 0.051
58 H 0.073
59 H 0.119
60 H 0.135
61 H 0.087
62 H 0.120
63 H 0.121
64 H 0.092
65 H 0.122
66 H 0.091
67 H 0.128
68 H 0.128
69 H 0.116
70 H 0.099
71 H 0.089
72 H 0.098
73 H 0.123
74 H 0.088
75 H 0.138
76 H 0.088
77 H 0.097
78 H 0.114
79 H 0.076
80 H 0.129
81 H 0.141
82 H 0.105
83 H 0.097
84 H 0.086
85 H 0.136
86 H 0.096
87 H 0.127
88 H 0.124
89 H 0.046
90 H 0.101
91 H 0.083
92 H 0.036
93 H 0.093
94 H 0.073
95 H 0.099
96 H 0.136
97 H 0.091
98 H 0.096
99 H 0.082

***

# 2
Formula: C8H18CrF6O11S2
Source: the Open Molecules 2025 dataset
Level of theory: the ωB97M-V functional and the def2-TZVPD basis

HOMO level (spin up / spin down), eV: -8.4 / -10.0
Energy relative to the best compared isomer or geometry (same formula, charge and spin), kJ/mol: 291.4
E_LUMO (spin up / spin down), eV: -0.107 / -0.091
HOMO-LUMO gap (spin up / spin down), eV: 8.3 / 9.9
⟨S²⟩: 6.00
2S+1: 5
Net charge: 0

Cartesian coordinates (Å):
1 Cr -0.507 0.103 0.136
2 S -3.886 0.397 -0.690
3 S 3.032 -0.188 0.178
4 F -3.114 2.771 -2.156
5 F 2.574 0.223 -2.546
6 F -5.230 2.766 -1.194
7 F -3.351 2.972 -0.008
8 F 3.739 -1.404 -1.929
9 F 4.717 0.478 -1.698
10 O -4.690 0.229 0.514
11 O -4.412 -0.396 -1.802
12 O -0.866 -0.794 2.120
13 O 0.125 -4.736 -0.699
14 O 3.554 1.032 0.766
15 O -2.444 0.038 -0.334
16 O 3.656 -1.422 0.728
17 O -0.409 -1.937 -0.539
18 O -0.647 2.216 0.787
19 O -0.185 1.077 -1.761
20 O 1.531 -0.259 0.124
21 C -3.884 2.370 -1.048
22 C 0.461 2.764 -0.045
23 C 3.532 -0.142 -1.676
24 C 0.508 -2.420 -1.511
25 C -0.850 -0.038 3.383
26 C 0.615 0.299 3.813
27 C 1.163 -3.771 -1.074
28 C 0.175 2.476 -1.489
29 H -1.298 0.918 3.111
30 H 1.146 0.998 3.167
31 H -1.062 2.966 1.219
32 H 0.625 -5.507 -0.421
33 H -0.850 -1.710 2.409
34 H 1.305 -0.529 3.975
35 H 0.016 1.018 -2.697
36 H -0.610 3.156 -1.821
37 H 0.941 2.754 -2.213
38 H 1.272 -1.700 -1.803
39 H 0.581 0.564 4.870
40 H 1.761 -4.148 -1.904
41 H -1.064 -2.617 -0.365
42 H 0.558 3.815 0.225
43 H 1.892 -3.670 -0.270
44 H -1.362 -0.657 4.119
45 H 1.380 2.360 0.381
46 H -0.139 -2.714 -2.337

Here is what Löwdin gives for the atomic charges, in e:
1 Cr 0.808
2 S 0.611
3 S 0.600
4 F 0.064
5 F 0.129
6 F 0.073
7 F 0.132
8 F 0.136
9 F 0.146
10 O -0.309
11 O -0.300
12 O -0.134
13 O -0.070
14 O -0.308
15 O -0.431
16 O -0.302
17 O -0.121
18 O -0.112
19 O -0.101
20 O -0.413
21 C -0.489
22 C -0.142
23 C -0.643
24 C -0.170
25 C -0.192
26 C -0.059
27 C -0.180
28 C -0.158
29 H 0.107
30 H 0.072
31 H 0.109
32 H 0.080
33 H 0.108
34 H 0.077
35 H 0.118
36 H 0.117
37 H 0.136
38 H 0.093
39 H 0.072
40 H 0.118
41 H 0.118
42 H 0.140
43 H 0.115
44 H 0.123
45 H 0.101
46 H 0.133